Entry 1:
Here is an isolated molecule of C15H25BF3NO8S in a non-equilibrium geometry from the OMol25 dataset. Energies are from the ωB97M-V functional and the def2-TZVPD basis.

Last column: Mulliken charge in e.
CARTESIAN COORDINATES (ANGSTROEM)
1 C -2.388 0.544 2.008  -0.616
2 C -3.356 -0.519 1.309  -0.496
3 O -2.764 -1.140 0.120  -0.531
4 B -1.425 -1.619 0.435  0.552
5 O -1.455 -2.530 1.581  -0.603
6 C -0.088 -1.116 -0.321  0.103
7 C -0.020 -1.179 -1.906  0.042
8 C -1.249 -1.763 -2.706  0.419
9 F -1.564 -3.110 -2.352  -0.263
10 F -2.415 -1.010 -2.716  -0.194
11 F -0.945 -1.941 -4.097  -0.334
12 C 0.677 0.109 -2.582  -0.106
13 C 0.056 1.536 -2.319  -0.742
14 C -1.423 1.659 -1.752  -0.083
15 O -1.464 2.801 -0.823  -0.310
16 C -1.826 3.982 -1.485  0.603
17 C -2.503 5.105 -0.553  -0.981
18 O -1.632 4.237 -2.684  -0.523
19 O 2.110 0.171 -2.492  -0.414
20 S 2.833 0.098 -0.990  0.383
21 O 2.186 1.070 -0.011  -0.432
22 O 2.505 -1.436 -0.422  -0.444
23 C 1.283 -1.682 0.270  0.843
24 C 1.182 -3.318 0.221  -1.461
25 C 1.479 -1.368 1.858  -0.532
26 C 2.990 -1.511 2.349  -0.910
27 C 3.729 -0.120 2.609  0.472
28 N 5.219 -0.168 2.656  -0.598
29 O 3.159 0.962 2.815  -0.525
30 H -1.790 1.177 1.259  0.072
31 H -1.704 0.104 2.810  0.258
32 H -3.058 1.294 2.565  0.369
33 H -4.296 0.033 0.995  0.384
34 H -3.689 -1.301 2.076  0.323
35 H -1.345 -2.019 2.410  0.311
36 H -0.097 0.010 -0.055  0.039
37 H 0.761 -2.004 -2.132  0.298
38 H 0.514 -0.079 -3.710  0.480
39 H 0.027 2.086 -3.332  0.333
40 H 0.701 2.250 -1.689  0.310
41 H -1.817 0.784 -1.157  0.170
42 H -2.128 1.798 -2.637  0.459
43 H -1.934 6.086 -0.579  0.298
44 H -3.614 5.210 -0.782  0.288
45 H -2.451 4.746 0.538  0.247
46 H 2.186 -3.792 -0.028  0.384
47 H 0.489 -3.585 -0.657  0.343
48 H 0.789 -3.720 1.209  0.324
49 H 0.845 -2.032 2.517  0.406
50 H 1.112 -0.285 1.987  0.322
51 H 3.621 -2.228 1.712  0.219
52 H 2.947 -2.018 3.381  0.399
53 H 5.593 0.297 1.817  0.298
54 H 5.443 0.444 3.461  0.347

HOMO-LUMO gap ... 10.24 eV
HOMO ... -9.8506 eV
Largest force on an atom ... 4.8 eV Å⁻¹
Multiplicity ... 1

Entry 2:
Here is a cluster of 3 separate species, C2H10N2O2 in total in a non-equilibrium geometry from the OMol25 dataset. Energies are from the ωB97M-V functional and the def2-TZVPD basis.

Last column: Mulliken charge in e.
CARTESIAN COORDINATES (ANGSTROEM)
1 H -2.154 -1.320 1.957  0.203
2 N -1.600 -1.107 1.152  -0.613
3 C -0.431 -0.617 1.175  0.049
4 N 0.131 -0.320 -0.051  -0.178
5 C 1.570 0.054 0.013  -1.050
6 H 0.165 -0.253 2.012  0.305
7 H -0.210 -0.757 -0.896  0.284
8 H 1.737 0.865 -0.673  0.321
9 H 1.947 0.314 0.986  0.398
10 H 2.113 -0.818 -0.357  0.331
11 O 0.716 3.209 0.968  -0.660
12 H 0.369 2.350 0.702  0.341
13 H 1.026 3.757 0.249  0.309
14 O -1.438 -1.639 -2.562  -0.698
15 H -1.663 -2.535 -2.283  0.329
16 H -2.276 -1.182 -2.393  0.330

ΔE to the lowest compared entry with this formula, charge and spin ... 84.5 kJ/mol
HOMO-LUMO gap ... 9.64 eV
HOMO ... -8.7290 eV
Largest force on an atom ... 3.0 eV Å⁻¹
Multiplicity ... 1
Structure (SMILES) ... [H]/N=C/NC.O.O

Entry 3:
Here is an isolated molecule of C16H21N3O3 in a non-equilibrium geometry from the OMol25 dataset. Energies are from the ωB97M-V functional and the def2-TZVPD basis.

Last column: Mulliken charge in e.
CARTESIAN COORDINATES (ANGSTROEM)
1 C -0.317 1.863 4.047  -1.289
2 C -1.252 2.682 3.174  0.492
3 C -2.159 3.596 3.999  -1.597
4 C -2.147 1.777 2.302  0.222
5 N -2.881 0.824 3.141  -0.774
6 C -1.222 1.169 1.219  -0.090
7 O -0.470 1.842 0.565  -0.653
8 N -1.348 -0.210 1.059  -0.058
9 C -0.383 -1.025 0.280  -0.092
10 C -0.447 -0.652 -1.201  -0.681
11 C 0.154 -1.543 -2.237  0.357
12 C -0.239 -2.795 -2.541  -1.173
13 N 0.622 -3.381 -3.469  -0.029
14 C 1.534 -2.415 -3.905  -0.515
15 C 2.595 -2.555 -4.804  -0.877
16 C 3.438 -1.446 -4.968  -0.366
17 C 3.210 -0.280 -4.203  -0.644
18 C 2.104 -0.158 -3.368  -0.302
19 C 1.279 -1.283 -3.137  1.364
20 C 1.026 -0.999 0.938  0.605
21 O 1.291 -0.725 2.078  -0.564
22 O 2.068 -1.282 0.061  -0.593
23 H 0.219 1.126 3.403  0.235
24 H -0.865 1.348 4.883  0.302
25 H 0.402 2.569 4.456  0.430
26 H -0.621 3.326 2.500  0.345
27 H -2.831 4.190 3.368  0.375
28 H -2.734 3.012 4.695  0.362
29 H -1.656 4.261 4.722  0.394
30 H -2.937 2.416 1.825  0.471
31 H -3.552 0.274 2.604  0.263
32 H -2.243 0.213 3.702  0.267
33 H -1.800 -0.749 1.796  0.365
34 H -0.741 -2.087 0.433  0.478
35 H 0.045 0.348 -1.225  0.156
36 H -1.509 -0.362 -1.434  0.464
37 H -0.968 -3.429 -2.024  0.395
38 H 0.622 -4.334 -3.819  0.184
39 H 2.808 -3.461 -5.335  0.375
40 H 4.294 -1.554 -5.668  0.335
41 H 3.926 0.588 -4.244  0.309
42 H 1.941 0.794 -2.867  0.409
43 H 1.745 -1.492 -0.806  0.345

ΔE to the lowest compared entry with this formula, charge and spin ... 174.3 kJ/mol
HOMO-LUMO gap ... 8.90 eV
HOMO ... -8.4112 eV
Largest force on an atom ... 2.4 eV Å⁻¹
Multiplicity ... 1
Structure (SMILES) ... CC(C)[C@H](N)C(=O)N[C@@H](Cc1c[nH]c2ccccc12)C(=O)O

Entry 4:
Here is a structure of composition C34H78N10O18S2 in a non-equilibrium geometry from the OMol25 dataset. Energies are from the ωB97M-V functional and the def2-TZVPD basis.

Last column: Mulliken charge in e.
CARTESIAN COORDINATES (ANGSTROEM)
1 C 3.544 -2.175 0.530  0.482
2 C 3.403 -1.283 1.805  1.790
3 O 4.765 -1.071 2.247  -0.142
4 S 5.468 -2.454 2.054  1.052
5 O 4.887 -3.284 2.991  -0.549
6 O 6.857 -2.245 2.100  -0.659
7 O 4.864 -2.732 0.683  -0.428
8 H 3.555 -1.560 -0.387  -0.020
9 H 2.721 -2.874 0.396  0.262
10 H 2.902 -1.766 2.699  -0.512
11 H 3.069 -0.281 1.570  -1.305
12 C 0.105 1.101 0.172  0.243
13 C 1.194 0.575 -0.756  1.661
14 O 0.867 -0.867 -0.999  -0.282
15 S -0.402 -1.232 -0.165  1.051
16 O 0.052 -1.552 1.182  -0.473
17 O -1.219 -2.178 -0.793  -0.549
18 O -1.062 0.173 -0.120  -0.202
19 H -0.310 2.107 -0.041  0.276
20 H 0.286 0.852 1.167  -0.063
21 H 2.268 0.709 -0.453  -1.265
22 H 1.010 1.031 -1.716  -0.463
23 C 2.702 4.018 0.791  0.064
24 C 1.347 4.756 0.980  0.703
25 O 1.055 5.261 2.065  -0.695
26 N 0.555 4.765 -0.147  0.420
27 C -0.621 5.564 -0.054  -0.974
28 H 2.798 3.320 1.607  -0.602
29 H 3.490 4.730 1.066  0.573
30 H 2.896 3.575 -0.202  -0.162
31 H 0.901 4.383 -0.999  0.119
32 H -0.866 6.044 -1.033  0.348
33 H -0.477 6.465 0.578  0.370
34 H -1.472 5.018 0.359  0.094
35 C 0.616 4.442 -4.476  -1.486
36 C 1.479 3.533 -3.646  0.578
37 O 1.404 3.444 -2.430  -0.439
38 N 2.393 2.800 -4.333  -0.088
39 C 3.180 1.764 -3.648  -0.647
40 H 1.002 4.568 -5.492  0.458
41 H 0.474 5.427 -4.059  0.308
42 H -0.355 3.975 -4.691  0.244
43 H 2.442 2.907 -5.322  0.210
44 H 3.438 2.000 -2.609  0.009
45 H 4.115 1.532 -4.136  0.450
46 H 2.617 0.817 -3.629  0.223
47 C 1.636 -4.286 3.620  -0.513
48 C 0.603 -5.101 2.842  0.782
49 O 0.404 -6.285 3.100  -0.735
50 N -0.041 -4.394 1.911  0.213
51 C -1.180 -4.934 1.167  -1.232
52 H 2.635 -4.157 3.115  0.107
53 H 1.893 -4.876 4.503  0.432
54 H 1.285 -3.267 3.811  -0.178
55 H 0.193 -3.403 1.829  0.173
56 H -0.797 -5.609 0.404  0.370
57 H -1.673 -4.094 0.666  0.236
58 H -1.816 -5.513 1.777  0.501
59 C -1.446 -0.387 -3.636  -0.895
60 C -1.346 1.115 -3.566  0.593
61 O -0.721 1.736 -4.404  -0.625
62 N -1.898 1.701 -2.507  0.278
63 C -2.014 3.157 -2.510  -0.418
64 H -0.500 -0.869 -3.409  -0.125
65 H -1.684 -0.633 -4.659  0.612
66 H -2.254 -0.788 -3.010  0.226
67 H -2.470 1.164 -1.853  0.263
68 H -1.145 3.759 -2.155  -0.326
69 H -2.777 3.459 -1.860  -0.041
70 H -2.220 3.470 -3.543  0.458
71 C -1.444 3.308 3.109  0.289
72 C -2.426 2.193 3.314  0.502
73 O -3.421 2.377 4.030  -0.783
74 N -2.185 1.060 2.684  1.028
75 C -2.938 -0.148 3.053  -1.096
76 H -1.292 3.925 4.006  0.508
77 H -1.853 3.993 2.364  -0.286
78 H -0.460 2.900 2.815  -0.444
79 H -1.356 0.992 2.126  -0.708
80 H -3.185 0.005 4.108  0.460
81 H -2.346 -1.035 2.871  0.200
82 H -3.812 -0.275 2.349  0.182
83 C -3.268 -4.625 -2.243  -0.840
84 C -3.096 -5.944 -1.522  0.739
85 O -2.063 -6.628 -1.564  -0.674
86 N -4.175 -6.474 -0.952  -0.149
87 C -5.571 -5.961 -0.958  -0.885
88 H -3.923 -4.064 -1.564  0.460
89 H -3.740 -4.729 -3.198  0.495
90 H -2.397 -4.030 -2.384  -0.261
91 H -3.967 -7.250 -0.280  0.324
92 H -6.184 -6.675 -0.352  0.315
93 H -5.961 -5.778 -1.968  0.252
94 H -5.565 -5.097 -0.265  0.317
95 C 2.272 3.159 4.600  -1.590
96 C 1.799 1.821 4.042  0.343
97 O 2.154 1.405 2.945  0.172
98 N 1.090 1.026 4.826  -0.001
99 C 0.708 -0.296 4.385  -0.634
100 H 2.211 3.988 3.847  0.138
101 H 3.278 3.028 4.917  0.392
102 H 1.713 3.434 5.468  0.513
103 H 0.878 1.331 5.772  0.264
104 H 1.583 -0.983 4.458  0.416
105 H 0.420 -0.203 3.367  -0.218
106 H -0.164 -0.748 4.861  0.394
107 C -2.020 -6.645 -5.143  -1.384
108 C -1.506 -5.355 -4.609  0.705
109 O -2.031 -4.294 -5.040  -0.632
110 N -0.397 -5.425 -3.771  -0.086
111 C 0.029 -4.190 -3.017  -0.620
112 H -1.189 -7.065 -5.713  0.408
113 H -2.864 -6.420 -5.783  0.316
114 H -2.303 -7.403 -4.455  0.358
115 H -0.329 -6.332 -3.278  0.329
116 H -0.527 -3.314 -3.410  0.144
117 H 1.074 -4.015 -3.160  0.358
118 H -0.269 -4.332 -2.001  0.129
119 C 6.609 1.165 -0.093  -1.946
120 C 5.168 1.222 0.323  0.737
121 O 4.185 0.972 -0.385  -0.529
122 N 5.017 1.636 1.610  0.590
123 C 6.019 1.828 2.677  -1.240
124 H 7.126 0.428 0.539  0.413
125 H 7.047 2.167 0.005  0.436
126 H 6.637 0.906 -1.151  0.401
127 H 4.048 1.564 1.870  -0.316
128 H 6.902 2.138 2.152  0.458
129 H 6.290 0.896 3.210  0.322
130 H 5.835 2.659 3.350  0.313
131 C -5.026 3.819 1.423  -1.082
132 C -4.706 3.000 0.233  0.625
133 O -3.620 2.420 0.222  -0.266
134 N -5.489 3.076 -0.848  -0.201
135 C -6.608 3.934 -1.120  -1.005
136 H -4.315 4.600 1.351  0.162
137 H -4.877 3.310 2.412  0.097
138 H -6.020 4.166 1.322  0.459
139 H -5.148 2.498 -1.575  0.289
140 H -7.126 4.073 -0.186  0.320
141 H -7.278 3.388 -1.786  0.372
142 H -6.253 4.854 -1.579  0.289

HOMO-LUMO gap ... 9.32 eV
HOMO ... -9.0270 eV
Largest force on an atom ... 4.1 eV Å⁻¹
Multiplicity ... 1

Question: multiplicity of number 1 (C15H25BF3NO8S)?
Answer: 1